Record 1
DFT (ωB97M-V/def2-TZVPD) results for a cluster of 2 separate species, C3H7NO2S in total.

Maximum force = 5.2 eV/Å
Total charge = 0
Orbital gap = 9.08 eV
Spin multiplicity = 1
Relative energy (zero: lowest compared OMol25 entry of this formula, charge and spin) = 4.319 eV

Geometry as XYZ:
```
14
C3H7NO2S (ωB97M-V/def2-TZVPD)
C 2.10 0.70 0.34
C -2.10 0.46 0.37
C -1.13 -1.35 -0.75
N -1.61 -0.19 -0.81
O 2.47 1.83 -0.33
O 1.95 -1.80 0.62
S 2.10 -0.74 -0.38
H 2.11 1.06 1.32
H -1.38 1.27 0.74
H -2.97 0.89 0.20
H -2.33 -0.13 1.28
H -1.01 -1.86 0.21
H -0.75 -1.89 -1.60
H 2.56 1.74 -1.22
```

Record 2
DFT (ωB97M-V/def2-TZVPD) results for a structure of composition C3H7NO2S.

Maximum force = 6.8 eV/Å
Total charge = 0
Orbital gap (spin up / spin down) = 8.74 / 8.74 eV
Spin multiplicity = 1
Relative energy (zero: lowest compared OMol25 entry of this formula, charge and spin) = 4.799 eV

Geometry as XYZ:
```
14
C3H7NO2S (ωB97M-V/def2-TZVPD)
C 0.93 -0.64 1.02
C 1.21 0.49 0.01
C -0.55 -0.77 1.10
N -1.67 -0.07 -2.28
O -1.26 1.73 -0.37
O 0.52 0.14 -1.16
S -1.05 0.40 -0.93
H 1.33 -1.55 0.61
H 1.42 -0.31 2.01
H 0.93 1.54 0.36
H 2.30 0.45 -0.33
H -0.78 -1.83 1.06
H -1.11 -0.13 1.63
H -2.22 0.55 -2.72
```

Record 3
DFT (ωB97M-V/def2-TZVPD) results for a cluster of 2 separate species, C3H7NO2S in total.

Maximum force = 4.1 eV/Å
Total charge = 0
Orbital gap (spin up / spin down) = 8.12 / 8.24 eV
Spin multiplicity = 1
Relative energy (zero: lowest compared OMol25 entry of this formula, charge and spin) = 6.827 eV

Geometry as XYZ:
```
14
C3H7NO2S (ωB97M-V/def2-TZVPD)
C -0.62 -0.39 1.37
C 0.29 0.18 0.31
C 2.44 0.04 -0.73
N -2.59 -0.77 0.30
O -0.59 0.99 1.03
O 1.72 0.47 0.39
S -2.77 0.61 -0.47
H -0.42 -0.68 2.46
H 0.02 -0.01 -0.77
H 3.24 0.80 -0.88
H 1.76 0.08 -1.66
H 2.75 -0.94 -0.68
H -3.27 -0.78 0.98
H -1.96 0.41 -1.65
```